Record 1
The following is a DFT calculation (ωB97M-V/def2-TZVPD) of a 7-piece molecular cluster, C22H59NO9P overall at a distorted geometry.

**Spin multiplicity**: 1
**Net charge**: -1
**Lowest unoccupied orbital energy**: 1.990 eV
**Electronic energy**: -52981.5712 eV

Geometry as XYZ:
```
92
Properties=species:S:1:pos:R:3:lowdin_charge:R:1
C 1.2197 -1.5786 3.8879 -0.1211
C 0.2788 -2.1326 2.8168 -0.2783
C -1.2072 -1.8690 3.1116 -0.2326
C -1.5976 -0.4214 2.7752 -0.3503
N -2.9896 -0.0398 2.7553 -0.1806
P -4.2042 -0.9335 3.1485 0.2728
O -5.5467 -0.2769 3.1102 -0.3574
O -4.3321 -2.2909 2.1896 -0.2021
O -4.0638 -1.6446 4.6309 -0.1946
H 2.2083 -2.0360 3.8067 0.0482
H 1.3576 -0.4999 3.7802 0.0655
H 0.8272 -1.7680 4.8904 0.0668
H 0.5304 -1.6791 1.8536 0.0811
H 0.4511 -3.2052 2.6939 0.0974
H -1.3647 -2.0394 4.1814 0.0986
H -1.7959 -2.5806 2.5289 0.0822
H -1.1480 -0.1898 1.7951 0.0911
H -1.0690 0.2205 3.5000 0.0915
H -3.9687 -3.0588 2.6385 0.0370
H -4.8713 -1.3952 5.0938 0.0456
C -5.8829 2.0684 -0.2606 -0.0626
C -7.2426 1.6880 0.3135 -0.5206
C -7.6516 2.6296 1.4401 -0.0706
O -7.2276 0.3485 0.7659 -0.0686
H -5.1174 1.9877 0.5155 0.0845
H -5.6078 1.3850 -1.0645 0.0714
H -5.8836 3.0913 -0.6483 0.0672
H -7.9962 1.7265 -0.4809 0.1254
H -6.9270 2.5626 2.2552 0.0815
H -8.6274 2.3441 1.8360 0.0709
H -7.6997 3.6670 1.0977 0.0672
H -6.5632 0.3080 1.4798 0.0376
C 3.9230 -1.4554 -0.7283 -0.0589
C 3.4265 -1.2938 0.7002 -0.4942
C 4.4901 -0.6795 1.5937 -0.0594
O 2.9777 -2.5416 1.2213 -0.0608
H 4.7868 -2.1273 -0.7520 0.0781
H 3.1427 -1.8861 -1.3563 0.0775
H 4.2294 -0.4967 -1.1492 0.0747
H 2.5387 -0.6574 0.7066 0.1374
H 5.3746 -1.3235 1.6321 0.0809
H 4.1112 -0.5704 2.6108 0.0717
H 4.8043 0.2932 1.2196 0.0573
H 3.7223 -3.1525 1.2370 0.0882
C -4.5215 -3.3046 -1.9782 -0.0600
C -3.3140 -2.4095 -1.7340 -0.5138
C -2.1485 -3.1973 -1.1483 -0.0538
O -3.6527 -1.3244 -0.8968 -0.0462
H -4.8829 -3.7318 -1.0395 0.0836
H -5.3415 -2.7265 -2.4067 0.0802
H -4.2791 -4.1273 -2.6551 0.0610
H -3.0028 -1.9575 -2.6825 0.1229
H -2.4349 -3.6164 -0.1801 0.0767
H -1.2916 -2.5429 -0.9855 0.0773
H -1.8468 -4.0178 -1.8050 0.0703
H -3.9199 -1.6736 -0.0311 0.0652
C 7.6987 2.0997 -1.8643 -0.0604
C 7.2245 2.2215 -0.4246 -0.4984
C 8.2651 2.8945 0.4542 -0.0650
O 6.8834 0.9377 0.1013 -0.0650
H 8.6057 1.4893 -1.9151 0.0784
H 6.9371 1.6178 -2.4777 0.0771
H 7.9216 3.0793 -2.2899 0.0787
H 6.3008 2.7986 -0.3908 0.1199
H 9.1869 2.3034 0.4650 0.0784
H 7.9028 2.9749 1.4783 0.0757
H 8.5001 3.8961 0.0929 0.0803
H 7.6742 0.3875 0.0953 0.0889
C -4.3135 -2.8803 -5.9020 -0.0597
C -3.0803 -3.6777 -5.5140 -0.5038
C -1.7957 -2.9417 -5.8590 -0.0605
O -3.0992 -4.9666 -6.1322 -0.0547
H -4.3283 -2.7098 -6.9832 0.0773
H -5.2185 -3.4255 -5.6343 0.0803
H -4.3313 -1.9117 -5.4006 0.0816
H -3.1013 -3.8724 -4.4421 0.1079
H -1.7328 -2.7757 -6.9392 0.0774
H -0.9281 -3.5291 -5.5583 0.0789
H -1.7506 -1.9728 -5.3600 0.0788
H -3.0789 -4.8309 -7.0855 0.0807
C 4.4138 6.3617 2.4465 -0.0631
C 4.6915 5.8173 1.0545 -0.4991
C 3.4072 5.5948 0.2722 -0.0596
O 5.4477 4.6083 1.1311 -0.0643
H 3.8085 5.6508 3.0153 0.0837
H 5.3463 6.5188 2.9889 0.0770
H 3.8725 7.3076 2.3997 0.0789
H 5.3330 6.5151 0.5119 0.1357
H 2.7747 4.8635 0.7824 0.0857
H 3.6271 5.2098 -0.7236 0.0783
H 2.8404 6.5213 0.1706 0.0796
H 4.9169 3.9575 1.6054 0.0941
```

***

Record 2
The following is a DFT calculation (ωB97M-V/def2-TZVPD) of a 3-piece molecular cluster, C3H10O3 overall at a distorted geometry.

**⟨S²⟩**: 0.759
**Spin multiplicity**: 2
**Net charge**: +1
**Lowest unoccupied orbital energy (spin up / spin down)**: -6.273 / -9.982 eV
**Electronic energy**: -9404.6018 eV

Geometry as XYZ:
```
16
Properties=species:S:1:pos:R:3:lowdin_charge:R:1
O -1.4999 -0.8959 -0.2459 0.3043
C -0.7638 -0.5143 0.6390 -0.0418
C 0.7529 -0.8029 0.8112 -0.1620
C 1.5088 -0.0853 1.8615 -0.0937
H -1.2620 0.2540 1.4542 0.2734
H 0.8893 -1.8439 0.9504 0.1376
H 1.1888 -0.4648 -0.1751 0.1424
H 0.9066 -0.0874 2.8451 0.1248
H 2.5631 -0.4155 1.9775 0.1147
H 1.7318 0.9896 1.5917 0.1057
H -0.3571 -0.5438 -1.9108 0.0325
H 0.3172 -0.7847 -3.2702 0.0719
O 0.5418 -0.5351 -2.3591 -0.0573
H -0.2675 1.5105 -0.4304 0.0014
H -0.3155 3.0852 -0.4713 0.1071
O -0.8398 2.2705 -0.1990 -0.0608
```

***

Record 3
The following is a DFT calculation (ωB97M-V/def2-TZVPD) of C34H30FMoN5O4 as an isolated structure at a distorted geometry.

**⟨S²⟩**: 2.028
**Spin multiplicity**: 3
**Net charge**: +2
**Lowest unoccupied orbital energy (spin up / spin down)**: -5.362 / -5.433 eV
**Electronic energy**: -55944.9381 eV

Geometry as XYZ:
```
75
Properties=species:S:1:pos:R:3:lowdin_charge:R:1
Mo -0.9625 -2.9846 0.6749 1.7286
O -1.6288 -4.7284 0.7721 -0.2593
C -1.7369 -5.9137 0.1258 -0.2802
C -2.1717 -7.0235 0.8297 0.0145
C -2.2722 -8.2344 0.1713 -0.0426
C -1.9508 -8.3359 -1.1807 -0.0581
C -1.5288 -7.2177 -1.8707 -0.0184
C -1.4125 -5.9845 -1.2247 -0.0824
C -0.9932 -4.7771 -1.9349 -0.2304
N -0.8094 -3.5560 -1.4362 -0.0385
C -0.4349 -2.7413 -2.4899 -0.1033
C -0.3971 -3.4680 -3.6265 -0.0449
N -0.7531 -4.7463 -3.2585 0.1336
H -2.4133 -6.9215 1.8785 0.1307
H -2.6041 -9.1094 0.7140 0.1182
H -2.0316 -9.2857 -1.6898 0.1144
H -1.2839 -7.3212 -2.9206 0.1098
H -0.1998 -1.7050 -2.3376 0.0879
H -0.1513 -3.2053 -4.6393 0.1244
H -0.8241 -5.5349 -3.8767 0.1582
F -0.0965 2.5564 -3.1311 0.0763
C -0.3291 2.5622 -1.8046 -0.1762
C -0.5207 1.3690 -1.1997 0.0949
C -0.7367 1.2882 0.1848 -0.0454
C -0.9148 0.0212 0.8463 -0.2349
O -0.8866 -1.0641 0.1594 -0.1951
C -1.0799 0.0397 2.2378 -0.0081
C -1.0792 1.2498 2.8896 0.0721
N -0.9522 2.4302 2.2853 0.0355
C -1.0049 3.6489 3.0875 -0.2440
C -2.0429 3.7534 4.1575 -0.0645
C -2.1705 4.5776 2.9124 -0.0876
C -0.7534 2.4809 0.9121 -0.0970
C -0.5556 3.7141 0.2669 0.0673
C -0.3347 3.8009 -1.0953 -0.1083
N -0.1432 5.0304 -1.7258 -0.0608
C -0.0466 5.1854 -3.1847 -0.1159
C 0.0746 6.6539 -3.5573 -0.0820
N -0.9278 7.4668 -2.7817 0.0857
C -0.7207 7.3473 -1.2733 -0.0530
C 0.2479 6.2150 -0.9834 -0.1318
C -1.3386 -1.1696 3.1086 -0.5395
O -1.5389 -1.0161 4.2842 0.1229
O -1.3481 -2.3225 2.4894 -0.1776
H -0.4821 0.4705 -1.7983 0.1266
H -1.2011 1.2611 3.9650 0.1585
H -0.0282 4.0743 3.2782 0.1607
H -1.7571 4.2372 5.0798 0.1202
H -2.7338 2.9300 4.2769 0.1189
H -1.9761 5.6396 2.9763 0.1088
H -2.9396 4.2900 2.2075 0.1178
H -0.5945 4.6030 0.8731 0.0939
H -0.9366 4.7697 -3.6572 0.1369
H 0.8167 4.6780 -3.6149 0.1398
H -0.1262 6.7874 -4.6178 0.1477
H 1.0523 7.0749 -3.3397 0.1395
H -1.8665 7.1489 -3.0230 0.1855
H -0.8750 8.4448 -3.0649 0.1861
H -1.6972 7.1481 -0.8392 0.1403
H -0.3539 8.3034 -0.9060 0.1421
H 0.2353 6.0422 0.0865 0.1212
H 1.2743 6.5033 -1.2263 0.1407
C 1.0119 -3.1747 0.9028 -0.1294
C 2.1934 -3.3299 1.1524 -0.0657
C 3.5894 -3.5119 1.4434 -0.2572
C 4.2101 -4.7306 1.1658 -0.0323
C 5.5547 -4.9050 1.4473 -0.0677
C 6.2900 -3.8681 2.0062 -0.0700
C 5.6762 -2.6548 2.2887 -0.0733
C 4.3317 -2.4752 2.0104 -0.0398
H 3.6293 -5.5359 0.7354 0.1169
H 6.0301 -5.8530 1.2333 0.1098
H 7.3406 -4.0066 2.2245 0.1093
H 6.2467 -1.8497 2.7328 0.1070
H 3.8439 -1.5356 2.2358 0.1117
```

***

Record 4
The following is a DFT calculation (ωB97M-V/def2-TZVPD) of one molecule with the formula C20H26N2O2S.

**Spin multiplicity**: 1
**Net charge**: 0
**Lowest unoccupied orbital energy**: 0.467 eV
**Electronic energy**: -39072.1158 eV

Geometry as XYZ:
```
51
Properties=species:S:1:pos:R:3:lowdin_charge:R:1
C 4.4209 -1.1374 3.6105 -0.0627
C 3.6522 -1.7434 2.4460 -0.2475
O 3.3574 -0.6841 1.5511 -0.0319
C 2.6542 -0.8701 0.4068 -0.1917
C 2.4580 0.2954 -0.3317 0.0139
C 1.7549 0.3023 -1.5181 -0.0317
C 1.2087 -0.8767 -2.0004 -0.2407
C 0.3988 -0.8917 -3.2785 -0.1144
N -0.4175 0.2970 -3.4407 -0.1812
C -0.2099 1.0614 -4.6461 -0.0913
C -1.3465 0.6641 -2.5249 -0.8074
S -2.2364 2.0558 -2.6846 0.6661
N -1.5612 -0.1802 -1.4826 0.0091
C -2.2518 0.2516 -0.2909 -0.2192
C -1.3280 1.0435 0.6495 -0.1432
C -2.0699 1.4511 1.8872 -0.2399
C -1.9336 0.7377 3.0701 -0.0473
C -2.6491 1.1000 4.1981 -0.0914
C -3.5143 2.1791 4.1535 -0.1001
C -3.6588 2.8952 2.9767 -0.0844
C -2.9418 2.5329 1.8513 -0.0380
C 1.4030 -2.0499 -1.2795 0.0133
C 2.1200 -2.0758 -0.0902 -0.1778
O 2.3221 -3.2269 0.6309 -0.1122
C 1.8293 -4.4427 0.1264 -0.0786
H 5.3360 -0.6745 3.2516 0.0767
H 4.6704 -1.9120 4.3299 0.0754
H 3.8177 -0.3767 4.0984 0.0772
H 4.2582 -2.5065 1.9452 0.1250
H 2.7270 -2.2089 2.8029 0.1246
H 2.8788 1.2050 0.0655 0.1256
H 1.6167 1.2272 -2.0552 0.1218
H 1.0795 -0.9295 -4.1337 0.1316
H -0.2274 -1.7940 -3.3175 0.1328
H -0.8607 1.9334 -4.6210 0.0113
H -0.4531 0.4604 -5.5261 0.0938
H 0.8291 1.3915 -4.7136 0.0918
H -0.8501 -0.8767 -1.3108 0.1039
H -2.6369 -0.6363 0.2173 0.1273
H -3.0911 0.8797 -0.5947 0.0718
H -0.4599 0.4295 0.9053 0.1076
H -0.9782 1.9272 0.1119 0.1075
H -1.2567 -0.1048 3.1103 0.1080
H -2.5310 0.5385 5.1139 0.0991
H -4.0731 2.4625 5.0335 0.0980
H -4.3317 3.7393 2.9373 0.1011
H -3.0525 3.0927 0.9341 0.1160
H 0.9788 -2.9640 -1.6662 0.1099
H 2.1399 -5.1993 0.8455 0.0970
H 2.2582 -4.6784 -0.8529 0.0984
H 0.7364 -4.4409 0.0576 0.0973
```

***

Record 5
The following is a DFT calculation (ωB97M-V/def2-TZVPD) of one molecule with the formula C9H10N2O3 at a distorted geometry.

**Spin multiplicity**: 1
**Net charge**: 0
**Lowest unoccupied orbital energy**: 0.314 eV
**Electronic energy**: -18613.2278 eV

Geometry as XYZ:
```
24
Properties=species:S:1:pos:R:3:lowdin_charge:R:1
C -3.4754 1.2027 0.3324 -0.0518
C -2.1063 0.6589 0.1496 -0.2552
C -0.9096 1.0264 0.8681 0.0464
C 0.0504 0.2108 0.3620 -0.1847
N -0.4510 -0.6592 -0.5976 -0.0212
C -1.7506 -0.2996 -0.7582 -0.0318
C 0.4033 -1.3927 -1.4599 -0.0180
C 1.6630 -1.5130 -1.1286 -0.0184
C 2.2548 -1.0313 0.1624 -0.2558
O 1.8230 -2.0322 1.1973 -0.0615
C 1.5876 0.2456 0.6214 -0.0944
N 2.2447 1.4511 -0.0438 -0.3500
O 3.3465 1.7446 0.4108 0.0680
O 1.6595 2.0608 -0.8984 0.1119
H -3.8675 0.9313 1.3393 0.0935
H -3.3179 2.2272 0.4395 0.0468
H -4.1308 0.9921 -0.5669 0.1065
H -0.7729 1.7567 1.5891 0.1022
H -2.3547 -0.7570 -1.3741 0.0790
H -0.0522 -1.9874 -2.2680 0.1429
H 2.3512 -2.0894 -1.6512 0.0954
H 3.2758 -1.0457 0.3577 0.1310
H 0.8026 -1.9808 1.1458 0.1241
H 1.7267 0.2804 1.7714 0.1948
```